Record 1
{"formula": "C3H7NO2", "method": "ωB97M-V/def2-TZVPD", "elements": ["O", "C", "C", "O", "C", "N", "H", "H", "H", "H", "H", "H", "H"], "xyz": [[0.3394, -1.4524, 1.0015], [-0.0629, -0.1778, 1.4513], [0.2651, 0.9839, 0.5210], [-0.7146, 1.2161, -0.5207], [-0.7123, 0.4369, -1.5990], [0.2046, -0.4971, -1.7659], [-0.1615, -1.6329, 0.1975], [-1.1386, -0.1569, 1.6817], [0.4809, -0.0173, 2.3878], [0.2399, 1.9155, 1.0908], [1.2570, 0.8472, 0.0782], [-0.5453, -0.0310, -2.7086], [0.5482, -1.4343, -1.8156]], "nbo_charge": [-0.71, -0.09, -0.13, -0.48, 0.25, -0.95, 0.46, 0.17, 0.19, 0.20, 0.21, 0.44, 0.45], "homo_ev": -8.391, "energy_ev": -8804.4443, "orbital_gap_ha": 0.343, "lumo_ev": 0.939}

***

Record 2
{"formula": "C37H57GeNRuSi3", "method": "ωB97M-V/def2-TZVPD", "elements": ["Ru", "C", "Si", "C", "C", "C", "Si", "C", "C", "C", "Si", "C", "C", "C", "C", "C", "C", "C", "N", "H", "H", "H", "H", "H", "H", "H", "H", "H", "H", "H", "H", "H", "H", "H", "H", "H", "H", "H", "H", "H", "H", "H", "H", "H", "H", "H", "H", "C", "C", "C", "C", "C", "C", "C", "C", "C", "C", "C", "C", "C", "C", "C", "H", "H", "H", "H", "H", "H", "H", "H", "H", "H", "C", "C", "C", "C", "Ge", "C", "C", "C", "C", "H", "H", "H", "H", "H", "H", "H", "H", "H", "H", "H", "H", "H", "H", "H", "H", "H", "H", "H"], "xyz": [[0.3362, 1.1414, 0.5042], [3.3866, -2.2809, -1.3171], [1.8198, -1.2879, -1.2506], [0.3241, -2.3463, -0.8942], [1.5803, -0.5042, -2.9127], [2.0152, -0.0507, 0.1891], [2.9240, 1.5402, -0.1212], [4.7502, 1.4262, -0.3592], [2.1591, 2.3563, -1.6005], [2.5050, 2.5812, 1.3934], [2.3951, -0.8630, 1.8371], [1.8527, -2.6285, 2.0021], [4.1338, -0.6780, 2.4263], [1.1587, -0.0450, 3.0160], [1.1544, -0.2058, 4.3965], [0.0382, 0.1353, 5.1437], [-1.0959, 0.5921, 4.4888], [-1.0519, 0.7451, 3.1219], [0.0557, 0.4695, 2.4108], [3.2890, -3.0389, -2.1016], [3.6249, -2.8024, -0.3902], [4.2401, -1.6498, -1.5789], [-0.1778, -2.6200, -1.8271], [-0.3935, -1.8118, -0.2703], [0.5991, -3.2720, -0.3848], [1.4701, -1.3110, -3.6447], [2.4380, 0.0923, -3.2241], [0.6803, 0.1131, -2.9754], [4.9788, 0.8041, -1.2290], [5.2778, 1.0206, 0.5028], [5.1420, 2.4296, -0.5565], [2.7202, 2.0921, -2.4977], [2.1736, 3.4394, -1.4755], [1.1195, 2.0642, -1.8011], [3.1361, 2.2655, 2.2285], [1.4791, 2.5844, 1.8027], [2.7029, 3.6294, 1.1538], [2.3458, -3.3091, 1.3081], [0.7740, -2.7305, 1.8723], [2.1056, -2.9582, 3.0148], [4.8345, -1.0910, 1.6951], [4.2572, -1.2531, 3.3490], [4.4190, 0.3550, 2.6279], [2.0331, -0.6137, 4.8818], [0.0387, 0.0208, 6.2201], [-2.0018, 0.8338, 5.0275], [-1.9108, 1.0845, 2.5615], [-1.4965, 0.7957, -0.0663], [-2.6897, 0.4738, -0.0972], [-4.0261, 0.1045, -0.1488], [-5.0362, 1.0952, 0.2138], [-4.9791, 2.3793, -0.3318], [-5.9260, 3.3190, 0.0276], [-6.9071, 2.9947, 0.9606], [-6.9623, 1.7201, 1.5148], [-6.0421, 0.7597, 1.1287], [-4.3696, -1.2406, -0.4930], [-3.3904, -2.2568, -0.4443], [-3.7172, -3.5461, -0.7883], [-5.0152, -3.8356, -1.2144], [-5.9877, -2.8428, -1.2904], [-5.6759, -1.5502, -0.9226], [-4.2315, 2.6056, -1.0785], [-5.9083, 4.3032, -0.4226], [-7.6391, 3.7376, 1.2504], [-7.7278, 1.4734, 2.2376], [-6.0764, -0.2356, 1.5543], [-2.3897, -2.0149, -0.1130], [-2.9764, -4.3322, -0.7299], [-5.2677, -4.8502, -1.4978], [-6.9815, -3.0806, -1.6445], [-6.4185, -0.7677, -0.9992], [-0.8000, 7.7524, 1.6805], [-1.3835, 6.4214, 1.2206], [-0.9613, 5.2561, 2.1109], [-1.4998, 3.8959, 1.6423], [-0.7320, 3.4445, -0.0890], [-1.8528, 4.0029, -1.5732], [-2.0059, 3.1770, -2.8574], [-0.7750, 3.1679, -3.7642], [-0.4453, 4.5373, -4.3519], [-1.1111, 8.5722, 1.0338], [0.2917, 7.7219, 1.6789], [-1.1243, 7.9903, 2.6958], [-1.0696, 6.2316, 0.1872], [-2.4769, 6.4805, 1.2098], [-1.3191, 5.4351, 3.1290], [0.1318, 5.2252, 2.1710], [-2.5885, 3.9097, 1.5187], [-1.2707, 3.1280, 2.3763], [0.6227, 4.1757, -0.1782], [-1.4546, 4.9967, -1.7926], [-2.8219, 4.1581, -1.0990], [-2.8397, 3.5995, -3.4273], [-2.2895, 2.1475, -2.6118], [-0.9484, 2.4561, -4.5739], [0.0884, 2.7990, -3.2116], [-1.3093, 4.9516, -4.8757], [0.3725, 4.4725, -5.0698], [-0.1416, 5.2555, -3.5862]], "mulliken_charge": [-1.51, -1.07, 0.19, -0.42, -1.04, 1.62, 0.12, -1.09, -0.71, -0.65, -0.48, -1.26, -1.10, 0.44, -0.84, -0.59, -1.17, -0.50, 1.07, 0.40, 0.34, 0.31, 0.53, -0.61, 0.52, 0.51, 0.28, 0.14, 0.35, 0.36, 0.43, 0.60, 0.76, -0.87, 0.35, 0.12, 0.49, 0.40, 0.30, 0.45, 0.37, 0.45, 0.38, 0.53, 0.46, 0.50, 0.68, -0.35, 0.39, 0.22, -0.17, -0.05, -0.81, -0.48, -0.83, -0.33, 0.54, -0.05, -0.71, -0.38, -0.97, -0.24, 0.73, 0.49, 0.44, 0.45, 0.59, 0.10, 0.47, 0.42, 0.44, 0.53, -1.48, 0.13, -0.97, -0.28, 0.88, -1.00, -0.57, 0.24, -1.51, 0.40, 0.34, 0.36, 0.03, 0.30, 0.58, 0.23, 0.73, -0.10, -0.27, 0.72, 0.61, 0.56, 0.00, 0.53, -0.45, 0.36, 0.42, 0.31], "homo_ev": [-13.610, -13.996], "energy_ev": -123500.1091, "charge": 2, "orbital_gap_ha": [0.227, 0.241], "lumo_ev": [-7.425, -7.431]}

***

Record 3
{"formula": "C18H18N2", "method": "ωB97M-V/def2-TZVPD", "elements": ["C", "C", "C", "N", "C", "C", "C", "C", "C", "C", "H", "H", "H", "H", "H", "H", "H", "H", "H", "C", "C", "C", "N", "C", "C", "C", "C", "C", "C", "H", "H", "H", "H", "H", "H", "H", "H", "H"], "xyz": [[-3.5192, 2.3602, -0.1794], [-2.4712, 1.3493, -0.4871], [-1.6957, 0.6642, 0.4343], [-0.5782, 0.1884, -0.2387], [-0.7257, 0.4406, -1.5857], [0.1755, 0.2997, -2.6703], [-0.2638, 0.6747, -3.9265], [-1.5739, 1.2087, -4.1314], [-2.3107, 1.6337, -3.0471], [-1.9140, 1.1672, -1.7727], [-4.5425, 2.0029, 0.0017], [-3.7517, 3.1024, -0.9503], [-3.2257, 2.9905, 0.6579], [-2.0320, 0.3418, 1.3989], [0.1944, -0.4369, -0.0764], [1.0909, -0.2755, -2.5917], [0.4937, 0.6018, -4.6971], [-1.8878, 1.4349, -5.1395], [-3.3095, 2.0225, -3.1817], [3.5187, -0.5523, -0.2913], [2.5317, -1.4336, 0.4464], [2.2370, -2.7688, 0.4414], [1.3689, -3.1054, 1.5006], [0.8736, -1.8956, 2.0045], [-0.0821, -1.7302, 2.9883], [-0.1203, -0.5281, 3.7090], [0.9046, 0.3730, 3.4234], [1.8631, 0.1918, 2.4170], [1.7596, -0.9047, 1.5632], [3.5695, -0.9291, -1.3130], [4.4710, -0.6623, 0.2073], [3.1318, 0.4587, -0.3802], [2.7868, -3.6154, 0.0545], [0.7463, -3.8902, 1.4992], [-0.7955, -2.5394, 3.1171], [-0.8011, -0.3551, 4.5273], [1.1973, 1.2374, 4.0157], [2.6862, 0.8784, 2.2523]], "nbo_charge": [-0.64, -0.09, -0.03, -0.53, 0.13, -0.23, -0.23, -0.23, -0.19, -0.10, 0.21, 0.22, 0.22, 0.22, 0.43, 0.21, 0.21, 0.21, 0.21, -0.64, -0.09, -0.03, -0.54, 0.12, -0.23, -0.22, -0.24, -0.18, -0.11, 0.22, 0.23, 0.23, 0.21, 0.40, 0.21, 0.22, 0.22, 0.21], "homo_ev": -7.458, "energy_ev": -21937.1993, "orbital_gap_ha": 0.302, "lumo_ev": 0.757, "smiles": "Cc1c[nH]c2ccccc12.Cc1c[nH]c2ccccc12"}

***

Record 4
{"formula": "C4H11N5", "method": "ωB97M-V/def2-TZVPD", "elements": ["C", "C", "C", "C", "H", "H", "H", "H", "H", "H", "H", "H", "H", "H", "H", "N", "N", "N", "N", "N"], "xyz": [[-0.1179, -1.6341, 0.2872], [-0.1687, 0.6440, -0.1272], [1.0770, 1.2324, -0.1881], [-2.4867, -1.0726, -1.0832], [-1.2791, -2.3521, -0.2956], [0.5774, -2.2516, 1.2968], [0.8858, -1.5378, -0.8885], [-1.4679, -0.0768, 1.2400], [1.4879, 1.7937, -1.1347], [1.8022, 0.5049, 1.6327], [2.2333, 3.1538, 1.1563], [3.7570, 2.2717, 1.0648], [-2.6374, -0.6675, -0.1197], [-1.8434, -1.9857, -0.7845], [-3.6674, -1.3517, -1.2256], [-0.5166, -0.4200, 0.5942], [2.0116, 1.0984, 0.8496], [2.7374, 2.2364, 1.3619], [-0.7791, 0.6589, -1.5733], [-1.6054, -0.2443, -2.0633]], "nbo_charge": [-0.34, 0.12, 0.05, -0.44, 0.17, 0.18, 0.20, 0.40, 0.24, 0.38, 0.36, 0.37, 0.17, 0.11, 0.22, -0.75, -0.46, -0.68, -0.16, -0.16], "homo_ev": -8.102, "energy_ev": -11764.6021, "orbital_gap_ha": 0.308, "lumo_ev": 0.290}

***

Record 5
{"formula": "C3H14N2O4", "method": "ωB97M-V/def2-TZVPD", "elements": ["C", "N", "C", "C", "N", "O", "H", "H", "H", "H", "H", "H", "H", "H", "O", "H", "H", "O", "H", "H", "O", "H", "H"], "xyz": [[0.6833, -2.1413, 0.5873], [0.2783, -0.7986, 0.1363], [-1.0838, -0.7691, -0.3267], [-1.2642, 0.5456, -1.1027], [-0.9145, 0.4877, -2.4118], [-1.7656, 1.5389, -0.6063], [0.3464, -2.3441, 1.6153], [1.7624, -2.1933, 0.7454], [0.2604, -2.9206, -0.0398], [0.4440, -0.1670, 0.9158], [-1.8504, -0.7646, 0.4592], [-1.3301, -1.5194, -1.0598], [-0.2892, -0.2166, -2.7908], [-0.7597, 1.3792, -2.8518], [2.5773, -1.3479, -1.7929], [2.3110, -0.6827, -1.1483], [1.9283, -2.0500, -1.6921], [-0.3827, 2.3654, 1.5931], [0.1611, 3.1282, 1.4034], [-1.0253, 2.0797, 0.9214], [0.8957, 0.0735, 2.8804], [1.0154, 1.0261, 2.9693], [0.1189, -0.1001, 3.4220]], "nbo_charge": [-0.43, -0.67, -0.31, 0.70, -0.81, -0.65, 0.18, 0.21, 0.19, 0.42, 0.19, 0.20, 0.40, 0.40, -0.95, 0.48, 0.46, -1.01, 0.48, 0.51, -0.95, 0.49, 0.47], "homo_ev": -9.177, "energy_ev": -14508.6136, "orbital_gap_ha": 0.361, "lumo_ev": 0.649, "smiles": "CNCC(N)=O.O.O.O"}

***

Record 6
{"formula": "C12H25FeN3O6Se2", "method": "ωB97M-V/def2-TZVPD", "elements": ["Fe", "O", "C", "C", "N", "C", "C", "O", "O", "C", "C", "O", "O", "H", "H", "H", "H", "H", "H", "H", "H", "H", "C", "Se", "C", "C", "Se", "C", "H", "H", "H", "H", "H", "H", "H", "H", "H", "H", "C", "N", "C", "N", "O", "H", "H", "H", "H", "H", "H"], "xyz": [[10.8366, 7.9927, 8.3032], [12.7473, 7.6557, 9.1558], [12.8500, 6.2887, 9.5577], [11.7852, 5.9782, 10.6525], [10.4396, 6.2367, 10.1162], [9.4711, 7.0305, 10.8935], [9.6914, 8.5464, 10.8786], [8.9181, 9.1999, 11.5558], [10.6691, 8.9939, 10.1478], [9.9321, 5.0923, 9.3806], [9.6249, 5.4413, 7.8909], [8.7626, 4.8574, 7.2742], [10.4308, 6.3286, 7.4025], [12.5217, 8.1819, 9.9558], [13.8445, 6.0974, 10.0061], [12.7215, 5.7160, 8.6386], [12.0170, 6.6340, 11.4787], [11.9410, 4.9353, 10.9949], [9.3759, 6.7614, 11.9572], [8.4824, 6.8787, 10.3698], [9.0962, 4.6006, 9.8489], [10.7305, 4.3711, 9.2329], [13.8852, 7.7151, 3.9546], [13.7697, 7.2186, 5.7961], [14.3049, 8.9811, 6.4344], [13.3139, 10.1149, 6.1716], [11.4143, 9.5748, 6.3634], [10.7603, 11.2644, 7.1465], [14.8849, 7.9054, 3.5937], [13.3495, 8.6483, 3.8252], [13.4497, 6.9259, 3.3409], [15.2522, 9.1652, 5.9645], [14.5075, 8.8003, 7.4708], [13.4440, 10.4590, 5.1197], [13.5549, 10.9245, 6.8047], [10.7592, 11.9966, 6.3377], [11.4845, 11.6178, 7.9398], [9.7763, 11.0918, 7.5433], [5.7570, 6.7385, 7.6207], [7.0447, 7.3703, 7.4259], [7.5980, 8.3586, 8.2037], [6.8311, 8.8479, 9.1890], [8.7356, 8.7695, 7.9741], [5.7456, 5.8519, 6.9852], [4.9204, 7.3953, 7.3945], [5.6828, 6.4305, 8.6810], [7.7235, 6.9617, 6.8063], [5.9209, 8.4393, 9.4720], [7.2779, 9.4643, 9.8841]], "nbo_charge": [1.46, -0.78, -0.08, -0.24, -0.51, -0.34, 0.78, -0.68, -0.88, -0.34, 0.78, -0.66, -0.88, 0.51, 0.18, 0.21, 0.20, 0.20, 0.21, 0.22, 0.21, 0.21, -0.80, 0.31, -0.58, -0.56, 0.29, -0.77, 0.21, 0.21, 0.24, 0.22, 0.24, 0.22, 0.23, 0.22, 0.23, 0.25, -0.42, -0.62, 0.80, -0.84, -0.77, 0.24, 0.19, 0.18, 0.43, 0.40, 0.44], "homo_ev": [-8.234, -8.218], "multiplicity": 5, "energy_ev": -194687.2259, "orbital_gap_ha": [0.318, 0.317], "lumo_ev": [0.417, 0.405]}